Computed, not measured: one molecule with the formula C22H30N2O2S2, with the ωB97M-V functional and the def2-TZVPD basis.

Cartesian coordinates (Å):
1 C 0.88847 1.70578 4.02663
2 C 0.10450 1.71795 2.72011
3 C 0.78494 0.95513 1.56746
4 C 2.21831 1.45393 1.33667
5 C 0.83845 -0.55173 1.91916
6 O 0.21690 -1.02863 2.84805
7 N 1.62543 -1.29062 1.11854
8 C 1.90282 -2.69000 1.37552
9 C 3.25353 -2.85529 2.08395
10 C 4.41969 -2.51124 1.16159
11 C 4.37352 -3.37030 -0.09840
12 C 3.05085 -3.17179 -0.83206
13 C 1.87233 -3.50236 0.08059
14 N -0.03984 1.13756 0.35141
15 C -0.95014 0.07665 -0.02841
16 C -0.45068 -0.72297 -1.19280
17 C 0.64325 -0.51585 -1.97477
18 C 0.77749 -1.47483 -3.00654
19 C -0.21720 -2.39422 -2.99306
20 S -1.34345 -2.11070 -1.72096
21 C -0.08274 2.35230 -0.25357
22 O 0.56895 3.30810 0.11551
23 C -1.00843 2.48565 -1.46534
24 C -2.43029 2.62668 -1.03383
25 C -2.92146 3.31940 0.02839
26 C -4.33041 3.25441 0.12953
27 C -4.89261 2.51383 -0.85631
28 S -3.71474 1.87752 -1.93771
29 H 1.05597 0.68525 4.35893
30 H 0.31726 2.22360 4.79337
31 H 1.84525 2.20921 3.91855
32 H -0.87416 1.26368 2.89005
33 H -0.04175 2.74852 2.39458
34 H 2.56163 1.20960 0.33307
35 H 2.25772 2.53400 1.43743
36 H 2.88940 1.00051 2.06251
37 H 2.12758 -0.85482 0.36459
38 H 1.10550 -3.02867 2.04650
39 H 3.34620 -3.89184 2.41282
40 H 3.27043 -2.21903 2.97082
41 H 5.36120 -2.67643 1.68897
42 H 4.37915 -1.45444 0.88750
43 H 5.20631 -3.11359 -0.75628
44 H 4.47800 -4.42160 0.17878
45 H 2.97708 -2.13951 -1.18164
46 H 3.01296 -3.81353 -1.71454
47 H 0.93203 -3.32262 -0.44201
48 H 1.91083 -4.56099 0.34334
49 H -1.93296 0.49662 -0.27007
50 H -1.10791 -0.58330 0.82837
51 H 1.32769 0.30298 -1.83492
52 H 1.57920 -1.47073 -3.72280
53 H -0.36827 -3.22617 -3.65099
54 H -0.89814 1.64577 -2.15100
55 H -0.69397 3.39779 -1.98262
56 H -2.29456 3.86028 0.71429
57 H -4.89466 3.74027 0.90499
58 H -5.92821 2.29755 -1.02655

Results
lowest unoccupied orbital energy = 0.020 Ha
SMILES = CC[C@@](C)(C(=O)NC1CCCCC1)N(Cc1cccs1)C(=O)Cc1cccs1
HOMO-LUMO gap = 9.272 eV
energy relative to the best compared isomer or geometry (same formula, charge and spin) = 0.0 kcal/mol
E = -1912.7273 Eh
charge = 0
HOMO level = -8.7185 eV